1.
Entry from the Open Molecules 2025 dataset: a structure of composition C36H33Cl2N9O4RuS2 at a distorted geometry (the ωB97M-V functional and the def2-TZVPD basis).

Calculated values
Energy relative to the best compared isomer or geometry (same formula, charge and spin), eV: 1.1455
⟨S²⟩: 0.756
Strongest force on any atom, eV/A: 2.02
Orbital gap (alpha / beta), eV: 7.6 / 6.4

Geometry as ORCA input:
```
! wB97M-V def2-TZVPD RIJCOSX def2/J DEFGRID3
* xyz 1 2
Ru -0.910 -0.179 -0.231
O 2.057 2.489 0.965
S 1.505 2.054 -0.296
O 2.141 0.952 -0.968
N -0.067 1.657 -0.165
C -1.017 2.633 0.121
C -0.849 3.851 0.726
C -1.941 4.746 0.806
C -3.171 4.441 0.300
C -3.384 3.177 -0.305
C -4.602 2.750 -0.873
C -4.682 1.516 -1.461
C -3.567 0.666 -1.435
N -2.432 1.025 -0.880
C -2.309 2.279 -0.355
C 1.503 3.462 -1.369
C 1.020 3.322 -2.662
C 1.048 4.411 -3.515
C 1.565 5.625 -3.075
C 2.055 5.750 -1.784
C 2.025 4.664 -0.921
H 0.106 4.128 1.147
H -1.782 5.706 1.280
H -3.990 5.145 0.361
H -5.461 3.408 -0.850
H -5.594 1.168 -1.922
H -3.606 -0.324 -1.865
H 0.632 2.367 -2.994
H 0.674 4.317 -4.525
H 1.589 6.474 -3.745
H 2.462 6.694 -1.446
H 2.405 4.739 0.089
Cl -3.774 -2.001 6.538
C -3.098 -1.360 5.079
C -1.992 -0.510 5.154
C -1.442 0.009 4.009
Cl -0.086 1.077 4.122
C -1.953 -0.283 2.714
O -1.410 0.296 1.693
C -3.077 -1.150 2.681
C -3.699 -1.526 1.428
O -3.273 -1.242 0.320
C -3.637 -1.670 3.859
H -1.568 -0.258 6.117
H -4.627 -2.117 1.510
H -4.504 -2.317 3.793
C -0.591 -0.622 -5.570
N -0.561 -1.764 -4.670
C -0.621 -3.090 -5.045
C -0.609 -3.823 -3.921
N -0.540 -2.935 -2.849
C -0.528 -1.666 -3.326
S -0.497 -0.157 -2.555
C -0.465 -3.372 -1.496
C 0.224 -4.551 -1.262
C 0.235 -5.064 0.020
C -0.442 -4.370 1.005
C -1.063 -3.184 0.667
N -1.090 -2.659 -0.566
H -0.531 -0.991 -6.590
H 0.256 0.030 -5.368
H -1.515 -0.061 -5.431
H -0.671 -3.388 -6.077
H -0.674 -4.884 -3.773
H 0.758 -5.039 -2.064
H 0.769 -5.979 0.239
H -0.475 -4.714 2.028
H -1.552 -2.614 1.440
C 5.417 -2.796 1.918
C 5.053 -1.429 2.486
C 4.146 -1.553 3.707
C 4.446 -0.508 1.425
N 3.086 -0.881 1.052
C 1.935 -0.406 1.505
N 0.944 -1.040 0.934
N 1.556 -1.936 0.073
N 2.817 -1.839 0.160
H 5.836 -3.431 2.699
H 6.154 -2.712 1.119
H 4.539 -3.300 1.511
H 5.974 -0.925 2.795
H 3.249 -2.133 3.475
H 3.831 -0.577 4.084
H 4.666 -2.068 4.514
H 5.026 -0.512 0.504
H 4.386 0.519 1.784
H 1.836 0.364 2.251
*
```

Löwdin atomic charge list, values in e, 5 entries:
1 Ru 1.212
2 O -0.303
3 S 0.593
4 O -0.328
5 N -0.261



2.
Entry from the Open Molecules 2025 dataset: the molecule C28H35N7O4 at a distorted geometry (the ωB97M-V functional and the def2-TZVPD basis).

Calculated values
Energy relative to the best compared isomer or geometry (same formula, charge and spin), eV: 0.0328
Strongest force on any atom, eV/A: 1.56
Orbital gap, eV: 8.1
SMILES: COc1cc2cc(CN(CCCN3CCOCC3)Cc3nnnn3Cc3ccccc3)c(=O)[nH]c2cc1OC

Geometry as ORCA input:
```
! wB97M-V def2-TZVPD RIJCOSX def2/J DEFGRID3
* xyz 0 1
C -2.131 -5.868 -0.783
H -2.625 -6.738 -1.212
O -3.140 -4.904 -0.612
C -2.790 -3.690 -0.112
C -1.528 -3.326 0.288
C -1.271 -2.040 0.793
C -2.333 -1.130 0.897
C -3.618 -1.490 0.485
C -3.858 -2.749 -0.021
O -5.056 -3.199 -0.455
C -6.145 -2.309 -0.462
H -6.978 -2.868 -0.887
H -6.407 -1.986 0.551
H -5.941 -1.431 -1.083
H -4.406 -0.757 0.557
N -2.085 0.115 1.406
C -0.851 0.594 1.770
O -0.745 1.740 2.199
C 0.256 -0.333 1.598
C 0.028 -1.595 1.160
H 0.853 -2.285 1.050
C 1.635 0.234 1.810
N 2.270 0.700 0.582
C 1.522 1.745 -0.083
C 0.272 1.320 -0.783
N 0.057 0.197 -1.435
N -1.191 0.243 -1.879
N -1.754 1.328 -1.551
N -0.871 2.052 -0.856
C -1.186 3.358 -0.328
C -2.680 3.506 -0.207
C -3.456 3.788 -1.323
C -4.831 3.880 -1.209
C -5.441 3.691 0.020
C -4.672 3.413 1.137
C -3.295 3.322 1.025
H -2.686 3.111 1.893
H -5.144 3.270 2.098
H -6.516 3.762 0.107
H -5.429 4.099 -2.081
H -2.982 3.928 -2.283
H -0.720 3.444 0.657
H -0.771 4.119 -1.000
H 1.259 2.491 0.672
H 2.182 2.223 -0.815
C 2.754 -0.366 -0.283
C 3.785 0.144 -1.295
C 4.920 0.956 -0.656
N 6.178 0.224 -0.637
C 6.179 -0.872 0.316
C 7.504 -1.628 0.216
O 8.604 -0.786 0.461
C 8.601 0.292 -0.445
C 7.305 1.096 -0.352
H 7.327 1.901 -1.091
H 7.229 1.542 0.656
H 9.461 0.912 -0.188
H 8.715 -0.086 -1.473
H 7.553 -2.422 0.963
H 7.589 -2.066 -0.791
H 5.365 -1.556 0.078
H 6.046 -0.504 1.350
H 5.098 1.859 -1.246
H 4.616 1.269 0.356
H 3.275 0.749 -2.045
H 4.213 -0.711 -1.818
H 3.226 -1.102 0.372
H 1.936 -0.854 -0.830
H 2.293 -0.511 2.262
H 1.557 1.094 2.483
H -2.855 0.772 1.469
H -0.699 -4.011 0.211
H -1.353 -5.517 -1.470
H -1.673 -6.146 0.173
*
```

Löwdin atomic charge list, values in e, 5 entries:
1 C -0.082
2 H 0.095
3 O -0.065
4 C -0.195
5 C 0.047



3.
Entry from the Open Molecules 2025 dataset: a cluster of 8 separate species, BrH14O7 in total (the ωB97M-V functional and the def2-TZVPD basis).

Calculated values
Energy relative to the best compared isomer or geometry (same formula, charge and spin), eV: 0.4248
Strongest force on any atom, eV/A: 0.39
Orbital gap, eV: 9.5

Geometry as ORCA input:
```
! wB97M-V def2-TZVPD RIJCOSX def2/J DEFGRID3
* xyz -1 1
Br 0.418 0.257 0.325
O 2.463 -2.101 1.898
H 1.823 -2.756 2.191
H 1.917 -1.367 1.556
O -2.404 -0.439 2.167
H -1.625 -0.372 1.580
H -3.148 -0.267 1.579
O 0.629 0.369 -3.327
H 0.261 0.596 -2.459
H 0.058 -0.336 -3.651
O -2.682 -0.726 -1.094
H -1.751 -0.667 -0.810
H -2.803 0.043 -1.662
O 0.426 -2.922 -1.007
H 0.501 -2.130 -0.439
H 0.750 -3.644 -0.460
O 2.806 2.522 1.832
H 3.307 2.836 1.072
H 2.129 1.942 1.446
O -0.855 3.344 -0.457
H -0.448 2.528 -0.106
H -1.773 3.290 -0.173
*
```

Löwdin atomic charge list, values in e, 5 entries:
1 Br 0.165
2 O -0.106
3 H 0.020
4 H -0.089
5 O -0.121



4.
Entry from the Open Molecules 2025 dataset: a structure of composition H8LiO8S at a distorted geometry (the ωB97M-V functional and the def2-TZVPD basis).

Calculated values
Energy relative to the best compared isomer or geometry (same formula, charge and spin), eV: 0.0000
Strongest force on any atom, eV/A: 1.80
Orbital gap, eV: 5.2

Geometry as ORCA input:
```
! wB97M-V def2-TZVPD RIJCOSX def2/J DEFGRID3
* xyz -1 1
Li -0.207 0.355 -0.691
S 1.710 -0.709 0.981
O 2.886 -1.062 0.177
O 1.556 0.767 1.081
O 0.481 -1.147 0.235
O 1.750 -1.304 2.323
O -1.411 1.222 0.484
H -1.444 1.880 1.183
H -2.132 0.609 0.686
O 1.279 1.289 -1.634
H 2.229 1.137 -1.524
H 1.188 1.912 -2.364
O -1.415 -0.005 -2.284
H -1.563 0.617 -3.004
H -1.733 -0.854 -2.609
O -1.370 -1.334 2.421
H -0.690 -1.215 1.708
H -1.113 -2.160 2.834
*
```

Löwdin atomic charge list, values in e, 5 entries:
1 Li 0.654
2 S 0.193
3 O -0.424
4 O -0.454
5 O -0.526